1.
Formula: C37H36BNO4
Source: OMol25
Level of theory: ωB97M-V with the def2-TZVPD basis set

## Properties
molar mass = 569.5 g mol⁻¹
total energy = -1812.0359 Eh
spin multiplicity = 1
SMILES = C#CCC1=C(B(N)O)C(=O)OC1=O.c1ccccc1.c1ccccc1.c1ccccc1.c1ccccc1.c1ccccc1
energy above the lowest of the compared OMol25 structures with the same formula, charge and spin = 0.000 eV
HOMO level = -9.19 eV

Atoms and positions in Å:
H: 3.6382 -4.3943 0.2884
H: -0.8577 3.3683 7.1542
O: -6.3175 3.0228 -0.9315
C: -2.9532 2.0017 -1.5070
H: 10.0528 -6.0189 -0.6237
O: -3.7597 -0.8846 -2.7804
C: -4.2229 4.7399 -5.3151
C: 0.1428 4.1210 4.0074
C: 8.0135 -6.5522 -1.0259
C: 3.9911 -3.8356 -1.7543
B: -5.6907 2.3334 0.1278
C: -0.3897 3.9132 6.3437
H: 9.5613 -5.1256 1.6277
C: -5.3109 -0.4343 -0.0182
H: 0.3210 5.4922 7.6104
C: -3.9604 -0.5896 -1.6370
H: -3.3876 2.9291 -1.8861
H: 1.3646 -2.4925 2.6514
H: 0.4696 -2.2555 -1.6394
C: -0.5842 -3.3438 2.9514
C: 8.7616 -5.5285 1.0184
C: -4.9884 0.9952 -0.3788
C: -3.4382 5.8176 -5.7055
C: -2.3682 -2.3503 1.6842
H: -5.7865 3.8529 1.4482
H: 1.8082 -2.1445 -3.7161
H: -3.9019 6.7674 -5.9418
C: -1.9674 2.4872 0.9815
H: -1.8755 2.4930 2.0528
C: 1.9686 -3.3371 -0.5498
H: -2.6331 -3.9794 3.0553
C: 0.8762 5.8033 5.5608
C: 1.4570 -2.7013 -1.6730
H: 5.9108 -6.9628 -1.1552
H: 5.4178 -6.0597 1.0933
C: -1.4640 4.4578 -5.4957
C: -0.4525 3.4189 5.0475
H: -1.7854 2.4260 -4.8832
H: -1.4472 6.5195 -6.0908
H: 8.2303 -6.9506 -2.0094
C: -3.8848 0.8473 -1.1803
H: 0.5726 -0.8098 1.0185
C: 0.3165 -2.4524 2.3798
C: 9.0378 -6.0317 -0.2460
C: 0.2733 5.1059 6.5997
N: -5.8667 2.8391 1.4525
C: -1.4699 -1.4631 1.1132
H: -0.3888 4.3482 -5.5654
H: -0.9665 2.4858 4.8485
C: -1.9291 -3.2896 2.6066
H: 0.0890 3.7389 2.9950
C: -0.1271 -1.5089 1.4612
H: 4.9814 -4.2750 -1.7840
H: -5.1519 2.4158 2.0423
C: 7.4599 -5.5420 1.5019
H: -0.2375 -4.0798 3.6664
H: -5.2982 4.8497 -5.2447
H: -4.2394 2.6807 -4.7088
H: 1.3977 6.7308 5.7620
O: -5.5028 -0.6792 1.1413
H: -1.8259 -0.7320 0.3958
C: -3.6277 3.5214 -5.0155
H: 4.0612 -3.1597 -3.7901
H: 1.3806 -3.3924 0.3539
H: -2.0821 1.6409 -2.0729
C: 2.2090 -2.6377 -2.8389
H: 7.2447 -5.1519 2.4890
C: 0.8089 5.3119 4.2640
C: 6.7107 -6.5610 -0.5450
H: 1.2759 5.8572 3.4531
O: -4.8543 -1.3965 -0.9162
C: -2.0592 5.6774 -5.7917
C: -2.2484 3.3788 -5.1104
C: -2.3269 2.3300 -0.1541
H: -3.4141 -2.2941 1.4073
C: 6.4342 -6.0543 0.7186
C: 3.2370 -3.9021 -0.5895
C: 3.4755 -3.2070 -2.8802
H: -5.9073 3.8413 -1.2235

Atom charges from the Mulliken analysis, given in e for atoms 1 to 5: H 0.30; H 0.36; O -0.57; C -0.54; H 0.36

---

2.
Formula: C37H36Br2N5O2V
Source: OMol25
Level of theory: ωB97M-V with the def2-TZVPD basis set

## Properties
molar mass = 793.5 g mol⁻¹
total energy = -7947.6704 Eh
charge = +1
spin multiplicity = 4
energy above the lowest of the compared OMol25 structures with the same formula, charge and spin = 1.686 eV
HOMO level (alpha / beta) = -8.91 / -10.68 eV

Atoms and positions in Å:
H: -3.8038 -3.6265 -0.6095
H: -2.1588 -1.3659 4.0611
H: 5.5707 0.0151 1.2376
H: -0.1301 6.7691 -0.0882
H: 2.0970 -1.6453 3.7095
C: 2.0513 5.1252 -0.1922
C: 0.0564 2.2265 -0.2480
C: 0.3140 3.4051 -0.4307
C: -4.6934 -2.0331 -1.7543
Br: 0.7941 -2.0403 -3.5210
H: 4.1383 -3.6501 0.2456
C: 0.4052 -0.7558 -4.9061
H: -0.2887 -1.2144 -5.5972
C: -3.1334 -0.3124 -2.2939
H: -5.2513 2.2405 0.2301
C: 3.9426 -5.3734 2.2518
C: 4.2134 0.5254 -0.3461
H: -2.0890 2.2343 -1.6493
H: -2.6756 3.5308 -0.6401
H: 4.9850 0.8488 -1.0312
O: 4.9835 -4.8375 2.4982
C: -4.4132 -0.8368 -2.3906
H: -5.7476 0.7682 2.1726
C: 0.6253 4.8240 -0.6746
C: 2.1118 -3.0001 -0.0173
C: -0.0237 -1.5797 4.0344
H: 0.7018 6.1661 -2.3728
C: 3.5143 -0.3083 1.7618
H: -0.4719 4.8516 -2.5547
H: -5.6808 -2.4722 -1.7963
H: 3.2677 1.8703 -2.4041
H: -0.3219 5.5196 1.1537
Br: -0.4147 0.8457 -4.2076
H: 1.2570 4.5246 -2.7380
C: 2.8814 0.5903 -0.7464
C: -1.3083 -2.7980 -0.4207
H: 2.7688 4.4547 -0.6677
C: -3.6597 -2.6678 -1.0910
O: 3.7319 -6.6636 2.5708
H: 2.1256 4.9930 0.8876
H: -1.3880 5.5384 -0.2590
C: -3.2068 1.6308 0.1016
H: 3.7255 -0.6479 2.7651
C: 1.1446 -1.2888 3.3452
C: 2.2096 -0.2276 1.3060
N: 1.8853 0.1982 0.0621
C: -0.3672 5.7170 0.0825
C: -1.2430 -1.1469 3.5324
C: -2.9353 2.5526 -1.0487
H: -0.5127 -4.0682 1.8413
H: -2.8931 0.6073 -2.8064
C: -4.4795 1.6180 0.6617
H: 2.8835 -6.9752 2.2322
C: -3.7177 0.0895 2.3119
C: 3.1097 -3.7569 0.5640
H: -1.4832 -3.8655 -0.2662
H: 1.5563 1.4982 -2.1526
H: 1.3315 -0.4777 -5.3905
H: 2.3421 -2.3080 -0.8173
C: 2.5614 1.0904 -2.1204
C: 2.8095 -4.6522 1.5846
H: -5.1659 -0.3161 -2.9657
N: -2.1403 -0.8805 -1.6136
C: -2.4059 -2.0673 -1.0493
C: 0.4952 -4.0147 1.4485
C: 1.4943 -4.7862 2.0172
C: 0.7974 -3.1130 0.4300
C: -2.4590 0.1695 1.7357
C: 0.5212 5.1066 -2.1803
N: -0.1903 -2.2679 -0.1355
H: -3.8262 2.6679 -1.6663
H: 0.0141 -2.1432 4.9565
H: 2.6537 0.2790 -2.8457
C: -4.7528 0.8112 1.7503
C: -1.2628 -0.4215 2.3523
H: -3.8811 -0.5077 3.1968
C: 1.0667 -0.5753 2.1620
C: 4.5397 0.0657 0.9148
N: -2.2191 0.8666 0.5989
H: 2.3213 6.1548 -0.4363
V: -0.3334 0.3140 -0.1338
H: 1.2509 -5.4568 2.8331
N: -0.1213 -0.1580 1.6756

Atom charges from the Mulliken analysis, given in e for atoms 1 to 5: H 0.52; H 0.45; H 0.49; H 0.45; H 0.46

---

3.
Formula: C37H36FN2O5STl
Source: OMol25
Level of theory: ωB97M-V with the def2-TZVPD basis set

## Properties
molar mass = 844.2 g mol⁻¹
total energy = -2587.6473 Eh
charge = -2
spin multiplicity = 1
energy above the lowest of the compared OMol25 structures with the same formula, charge and spin = 2.599 eV
HOMO level (alpha / beta) = 1.37 / 1.36 eV

Atoms and positions in Å:
H: -2.3314 2.4456 -5.4975
C: 1.5420 -0.0830 5.9419
H: 2.8093 3.5394 -6.4536
H: -3.9507 -1.3053 -4.2469
H: -4.3283 3.6004 -4.6253
O: -0.3048 0.6301 2.7846
H: -1.2213 -3.1909 -3.1413
C: 0.5457 -2.2909 -1.2746
C: -3.1328 1.8721 -5.0424
H: 2.4336 -2.2791 1.8437
C: 1.3712 0.4727 -6.2718
H: -2.3273 1.1951 6.0831
S: -0.9162 -0.6155 -3.4921
C: -1.7308 -0.1896 -5.3030
H: 0.9804 -0.3093 -6.9132
H: 0.1675 4.3241 -0.3711
C: -0.1023 4.2748 3.1659
C: -0.3326 -3.8074 -3.0632
H: -1.8624 4.2556 -2.6566
H: 0.6126 5.0746 3.3190
H: -5.9355 -0.1510 -3.3441
C: -4.0380 -0.2279 -4.3376
C: -0.5455 4.8008 -1.0478
C: 2.5440 -0.9414 5.4539
C: 1.3386 0.2905 -4.8906
H: 2.8005 3.2292 -3.9968
H: -6.1283 2.3149 -3.5086
C: 1.9012 1.6275 -6.8329
H: 1.4524 0.1899 6.9860
C: 0.9357 -5.7351 -3.8081
O: -0.2636 -1.2555 -1.6342
O: -0.8397 0.8034 -3.0035
O: -1.7758 2.7611 -1.2283
C: 0.2981 2.9530 3.0786
C: -2.3881 3.6053 2.8125
C: 1.8711 1.2982 -4.0868
N: 1.2034 -2.2764 -0.1238
C: -4.2516 2.5218 -4.5435
C: 1.7130 -1.4637 1.8861
O: -0.3864 1.2210 5.5038
H: -1.8700 -1.1934 -5.7161
H: -1.8611 1.9951 -1.8239
H: -0.0351 5.5806 -1.6203
C: 1.6241 -0.8569 3.1376
H: 2.4974 -4.1494 -1.2186
H: -3.4284 3.8842 2.6916
C: -1.1380 3.7721 -1.9880
C: -5.1543 0.4228 -3.8300
C: -1.4437 4.5744 3.0510
C: -1.9779 2.2812 2.7229
C: 2.4070 2.6314 -6.0184
C: 2.3944 2.4574 -4.6415
H: 1.3446 -1.3134 -3.4509
H: -1.0774 0.4210 -5.9237
C: -0.1792 -4.9019 -3.8986
H: 1.9199 1.7454 -7.9105
C: -5.2695 1.8036 -3.9265
C: 0.7442 -0.9319 -4.2770
C: 1.8887 -5.4498 -2.8128
H: 1.8686 1.1624 -3.0140
H: -1.3977 -0.2514 6.5647
H: 2.7564 -6.0964 -2.7115
C: 0.6506 -3.4658 -2.0913
H: 0.5712 -1.7292 -4.9976
C: -2.9927 0.4831 -4.9454
C: 2.5835 -1.3021 4.1367
H: -1.9133 -0.0480 4.8774
C: 0.6298 0.4130 5.0106
H: 3.3537 -1.9853 3.7941
N: 1.0048 -1.2814 0.7117
Tl: 0.5787 0.8799 -0.4270
H: -1.3285 5.2613 -0.4400
H: 3.2876 -1.3366 6.1404
H: -0.9464 -5.1196 -4.6373
H: 1.3421 2.6860 3.1881
C: 0.6757 0.1120 3.6590
C: -1.5625 0.4829 5.7688
C: 1.7538 -4.3649 -1.9749
C: -0.6426 1.9494 2.8807
H: -0.3543 3.3340 -2.6150
F: -1.8373 5.8758 3.1536
H: -2.6876 1.4903 2.5108
H: 1.0533 -6.5838 -4.4719

Atom charges from the Mulliken analysis, given in e for atoms 1 to 5: H 0.27; C -0.57; H 0.37; H 0.31; H 0.36

---

4.
Formula: C37H36FeN9O3
Source: OMol25
Level of theory: ωB97M-V with the def2-TZVPD basis set

## Properties
molar mass = 710.6 g mol⁻¹
total energy = -3413.6845 Eh
charge = +1
spin multiplicity = 5
energy above the lowest of the compared OMol25 structures with the same formula, charge and spin = 0.000 eV
HOMO level (alpha / beta) = -9.42 / -9.45 eV

Atoms and positions in Å:
H: -2.7416 -2.1843 -5.3663
N: -0.0064 2.8657 0.3181
H: 2.6789 -0.6494 3.5511
C: -1.8469 -3.8025 3.1813
C: 0.2002 -2.7757 -1.9289
H: 1.1462 -2.8681 -2.4724
C: 2.1934 2.4837 0.6067
N: 1.8153 -1.9719 1.0303
H: -3.1956 1.5647 -2.3766
C: -1.7811 -5.5634 4.7907
C: -1.0596 -0.7003 -2.2144
C: -1.8717 4.6087 -0.8320
H: 5.9023 3.5303 0.8129
C: 2.9641 -2.0964 0.4805
C: -2.3682 -0.3580 -4.2967
N: -0.6114 -2.0197 1.4179
H: 1.9182 4.2023 -0.6175
H: 0.1704 -6.3431 5.2473
C: 4.4358 2.1046 1.4394
H: 5.3437 -1.7859 -0.8229
C: -2.7965 5.5125 -1.2989
H: -2.2894 -6.2289 5.4746
C: 3.1022 1.7390 1.3698
C: 3.8356 0.7682 -2.4457
N: -2.5403 -2.8576 2.4254
H: 5.1361 1.5255 2.0223
H: 5.8137 -0.0571 -2.5668
H: 1.7933 1.3478 -2.0352
H: 3.6261 -2.9282 0.7065
H: -5.5773 4.3149 0.2091
H: -3.3451 0.1092 -4.4334
C: 4.5899 -1.0700 -1.1177
C: -2.4680 -1.8650 -4.3617
C: 2.6325 3.6191 -0.0545
H: -0.8335 4.6926 -1.1206
H: 4.2084 -0.4851 2.6547
H: 1.3353 -4.8144 3.6774
N: -0.7339 -1.9474 -2.6582
C: -3.1318 1.5180 1.7619
C: 4.8633 3.2374 0.7550
C: -0.4634 -3.8539 3.0398
H: -0.2177 -3.7762 -1.7931
H: -4.8639 6.1299 -1.3084
H: 0.3902 -2.3436 -0.9550
C: 0.1695 -2.9222 2.1061
H: -1.7166 0.0162 -5.0963
N: 1.4513 -2.9640 1.9238
C: -0.3902 -5.6282 4.6624
H: -3.4292 0.7532 2.4676
C: -1.1288 -2.4460 -3.9660
H: -3.2380 -2.2175 -3.6719
C: 3.3362 -1.0885 -0.5302
H: 4.3033 4.8779 -0.5029
C: -2.5148 -4.6577 4.0561
O: -0.6596 -0.2594 -1.1193
C: -4.0094 2.4276 1.2925
Fe: 0.6005 -0.1066 0.6583
C: -1.8876 -2.0171 1.6089
N: 2.3601 -0.2271 -0.8602
H: -3.5911 -4.6038 4.1557
H: -3.5411 -2.7826 2.5159
H: -2.4768 6.3106 -1.9558
C: 3.9665 3.9916 0.0156
C: -1.3105 2.5799 0.5181
N: -1.8557 0.0645 -3.0025
H: 3.6723 0.8177 3.7506
C: -4.1455 5.4145 -0.9343
C: -4.5420 4.4038 -0.0932
C: 3.3407 0.0513 3.0494
C: -1.7454 1.5116 1.3486
N: 0.8653 1.9811 0.5913
H: 3.9886 1.5260 -3.2000
O: 2.5813 0.6345 1.9992
C: 2.6061 0.6715 -1.8023
H: -0.3653 -2.2001 -4.7152
H: -1.1768 -3.5343 -3.8999
C: -2.2577 3.5687 0.0311
C: -3.6099 3.4735 0.3946
C: 4.8442 -0.1097 -2.0915
C: 0.2623 -4.7822 3.7939
H: -1.5370 1.7165 -1.7762
O: -0.9891 0.5824 1.7952
H: -2.4895 -1.2844 1.0848
H: -5.0468 2.3928 1.6022
H: -1.9055 2.0990 -3.4687
C: -2.1408 1.4375 -2.6313

Atom charges from the Mulliken analysis, given in e for atoms 1 to 5: H 0.37; N -0.99; H 0.19; C -0.02; C -0.80